Density functional theory data (ωB97M-V/def2-TZVPD) for a structure of composition C15H29ClIN2P2PbSe at a distorted geometry.

XYZ file:
```
52
Properties=species:S:1:pos:R:3:forces:R:3
C -1.173286 0.437308 -5.530842 -0.768 -0.010 -0.355
I -2.516186 1.697602 -4.303633 0.405 -0.773 -0.790
H -0.118192 0.498151 -5.258981 -0.120 0.433 0.022
H -1.345256 0.796781 -6.554058 0.218 -0.139 0.409
H -1.514633 -0.597977 -5.434822 -0.112 0.333 -0.001
Pb -0.242359 0.246335 -2.445299 0.939 -0.065 1.511
P -0.026329 3.044304 -1.938247 0.596 1.828 -0.202
C -1.444005 4.190001 -1.825208 -0.512 -0.828 0.046
C 1.021370 3.615286 -0.557728 0.103 -0.774 0.303
H 1.221253 4.687419 -0.706769 -0.074 -0.326 -0.011
H 1.008257 4.739092 -3.270899 0.005 -0.223 -0.087
H 1.957998 3.037415 -0.551753 -0.252 0.322 -0.009
H 1.853201 3.154221 -3.452473 -0.164 0.235 -0.045
H -1.963211 4.020221 -0.873886 0.043 0.184 -0.204
H 0.494490 3.456300 0.394952 0.155 0.171 -0.383
C 0.878169 3.657381 -3.403077 -0.013 -0.727 -0.078
H -1.048333 5.213198 -1.868742 -0.035 -0.244 0.001
H 0.310514 3.446842 -4.319405 0.163 0.187 0.218
H -2.138320 4.005851 -2.655167 0.214 0.319 0.312
P 0.017012 -2.515237 -1.373592 0.822 -2.017 0.262
C -1.334680 -3.673371 -0.947926 -0.609 0.743 -0.224
C 0.926299 -3.462928 -2.649331 -0.159 0.779 -0.425
H 2.016955 -2.072917 -0.121278 -0.145 -0.349 0.180
H 1.452739 -3.782450 0.142324 -0.190 0.392 -0.183
H 0.646886 -2.402118 0.974770 0.157 -0.128 -0.151
C 1.148490 -2.725833 0.053252 0.036 0.927 0.075
H 1.882495 -2.956680 -2.839844 -0.177 -0.240 -0.026
H 1.097977 -4.492432 -2.306441 -0.088 0.308 -0.016
H -0.933261 -4.670119 -0.705053 0.020 0.420 -0.122
H -2.007223 -3.738471 -1.816105 0.060 -0.151 0.384
H 0.329230 -3.465474 -3.571466 0.264 -0.170 0.147
H -1.893250 -3.266261 -0.091528 0.047 -0.276 -0.298
Cl 2.205547 0.349447 -1.475904 -0.731 -0.072 -0.339
C 0.995121 1.416229 2.403415 0.248 0.397 -0.105
N 0.128825 0.277880 2.654128 -0.456 0.007 0.053
C -0.897757 -0.116753 1.840196 0.670 -0.348 1.247
Se -1.488855 0.772101 0.337969 -0.199 -0.271 0.054
N -1.476145 -1.174830 2.511454 0.226 -0.029 0.687
C -0.879282 -1.382585 3.758887 0.065 1.008 -1.854
C -1.099238 -2.325134 4.763909 -0.450 -0.503 0.029
C -0.248329 -2.269290 5.883180 1.281 0.647 1.022
C 0.786018 -1.308650 5.971957 -1.105 -1.841 1.003
C 0.992875 -0.376241 4.941452 0.046 0.631 -0.815
C 0.139580 -0.448653 3.844543 -0.379 0.058 -1.081
H 1.669639 1.494634 3.257626 0.016 0.170 -0.364
H 0.398734 2.333130 2.326769 0.062 -0.262 0.108
H 1.558849 1.279118 1.473237 -0.111 -0.096 0.226
H -2.278764 -1.683526 2.160668 -0.051 0.158 -0.025
H -1.895514 -3.062865 4.633926 0.283 0.105 0.367
H -0.384696 -2.975573 6.712634 0.040 0.326 -0.467
H 1.439593 -1.303956 6.850964 -0.309 0.028 -0.350
H 1.768986 0.384060 4.957258 0.024 -0.255 0.343
```
Positions in Å, forces in eV/Å.

Values from the calculation:
- Charge: +3
- Frontier orbital gap (alpha / beta): 4.82 / 3.88 eV
- Highest occupied orbital energy (alpha / beta): -16.961 / -17.121 eV